1.
The following is a DFT calculation (ωB97M-V/def2-TZVPD) of C42H52N8OP2S2W as an isolated structure in a non-equilibrium geometry.

```
! wB97M-V def2-TZVPD RIJCOSX def2/J DEFGRID3
* xyz 4 1
W -0.251 0.184 -0.284
C -3.519 3.969 2.590
N -2.403 3.089 2.244
C -1.331 2.826 3.049
C -0.530 1.969 2.366
N -1.109 1.700 1.140
C -2.252 2.407 1.099
P -3.375 2.642 -0.326
C -2.028 2.968 -1.511
N -0.957 2.177 -1.640
C -0.248 2.692 -2.697
C -0.903 3.778 -3.195
N -2.024 3.941 -2.439
C -3.019 4.996 -2.623
C -3.453 0.894 -0.862
N -2.431 0.023 -0.902
C -2.883 -1.041 -1.656
C -4.159 -0.806 -2.054
N -4.504 0.412 -1.544
C -5.799 1.067 -1.724
H -3.474 4.205 3.649
H -3.460 4.902 2.030
H -4.473 3.491 2.380
H -1.221 3.248 4.034
H 0.394 1.521 2.686
H 0.681 2.281 -3.041
H -0.655 4.425 -4.021
H -2.599 5.773 -3.254
H -3.910 4.606 -3.112
H -3.297 5.438 -1.669
H -2.270 -1.896 -1.879
H -4.828 -1.409 -2.646
H -6.548 0.316 -1.959
H -6.093 1.581 -0.812
H -5.763 1.781 -2.545
C 2.016 3.492 0.479
C 2.095 2.033 0.256
N 1.403 1.538 -0.764
N 1.619 0.179 -1.110
C 1.496 -0.111 -2.462
S -0.130 -0.473 -2.847
S 2.759 -0.302 -3.538
C 4.285 0.020 -2.538
C 5.034 1.230 -3.004
C 4.707 2.493 -2.513
C 5.451 3.599 -2.885
C 6.519 3.451 -3.762
C 6.820 2.204 -4.289
C 6.076 1.094 -3.916
C 2.839 1.159 1.117
C 4.127 1.427 1.591
C 4.790 0.486 2.352
C 4.165 -0.723 2.655
C 2.863 -0.983 2.249
C 2.193 -0.050 1.481
O 0.889 -0.204 1.109
H 2.991 3.939 0.251
H 1.816 3.722 1.526
H 1.273 3.948 -0.172
H 4.873 -0.886 -2.692
H 3.964 0.086 -1.501
H 3.871 2.597 -1.827
H 5.205 4.580 -2.498
H 7.122 4.309 -4.028
H 7.637 2.091 -4.987
H 6.322 0.118 -4.318
H 4.615 2.353 1.313
H 5.793 0.682 2.706
H 4.693 -1.473 3.230
H 2.372 -1.901 2.535
C -3.494 -3.751 -0.057
C -2.767 -3.097 1.122
C -3.566 -1.886 1.633
C -2.680 -4.136 2.242
P -0.989 -2.482 0.652
C -0.295 -2.457 2.352
C -0.698 -1.369 3.137
C -0.345 -1.271 4.471
C 0.402 -2.284 5.063
C 0.787 -3.379 4.307
C 0.452 -3.463 2.960
C -0.072 -3.821 -0.347
C -0.223 -5.245 0.196
C 1.411 -3.406 -0.336
C -0.586 -3.838 -1.791
H -4.501 -4.013 0.272
H -3.017 -4.683 -0.354
H -3.599 -3.105 -0.923
H -4.621 -2.160 1.691
H -3.481 -1.017 0.979
H -3.259 -1.604 2.639
H -3.704 -4.392 2.523
H -2.188 -3.771 3.138
H -2.198 -5.057 1.917
H -1.317 -0.604 2.686
H -0.662 -0.422 5.063
H 0.671 -2.218 6.108
H 1.346 -4.182 4.768
H 0.784 -4.334 2.418
H -0.068 -5.337 1.266
H 0.529 -5.867 -0.295
H -1.196 -5.671 -0.042
H 1.904 -3.723 0.583
H 1.537 -2.329 -0.441
H 1.929 -3.885 -1.169
H -1.657 -4.028 -1.851
H -0.095 -4.656 -2.322
H -0.346 -2.928 -2.330
*
```

**F_max**: 3.55 eV/A
**LUMO level**: -13.17 eV
**HOMO level**: -17.5 eV

***

2.
The following is a DFT calculation (ωB97M-V/def2-TZVPD) of C6H7N as an isolated structure in a non-equilibrium geometry.

```
! wB97M-V def2-TZVPD RIJCOSX def2/J DEFGRID3
* xyz 0 1
C 1.066 2.015 0.202
C 1.260 0.578 0.182
C -2.301 -0.164 -0.603
C 1.684 -0.570 0.232
N -1.306 0.539 -0.307
C -1.594 -1.309 -0.105
C -0.659 -2.173 -0.016
H -3.354 0.045 -0.757
H 1.002 2.409 -0.813
H 0.127 2.274 0.690
H 1.884 2.488 0.753
H 0.425 -1.657 0.066
H 2.500 -1.230 0.413
H -0.734 -3.244 0.063
*
```

**F_max**: 2.75 eV/A
**LUMO level**: 0.85 eV
**Energy relative to the best compared isomer or geometry (same formula, charge and spin)**: 168.6 kcal per mole
**HOMO level**: -8.7 eV

***

3.
The following is a DFT calculation (ωB97M-V/def2-TZVPD) of one molecule with the formula C5H12N2 in a non-equilibrium geometry.

```
! wB97M-V def2-TZVPD RIJCOSX def2/J DEFGRID3
* xyz 0 1
C 1.022 0.341 -0.457
C -2.565 0.336 0.077
C -0.433 -1.798 0.239
C 1.392 1.558 0.393
C -0.248 -0.336 -0.034
N 2.147 -0.573 -0.597
N -1.208 0.451 -0.444
H 0.170 0.855 -1.341
H 2.781 -0.523 0.195
H 2.691 -0.359 -1.427
H -3.257 0.828 -0.610
H -2.881 -0.702 0.205
H -2.663 0.819 1.055
H -1.319 -2.222 -0.241
H 0.410 -2.375 -0.144
H -0.530 -1.942 1.320
H 2.065 1.291 1.221
H 1.915 2.300 -0.219
H 0.512 2.053 0.809
*
```

**F_max**: 4.15 eV/A
**LUMO level**: 0.86 eV
**Structure (SMILES)**: C/N=C(\C)[C@@H](C)N
**Energy relative to the best compared isomer or geometry (same formula, charge and spin)**: 68.3 kcal per mole
**HOMO level**: -8.9 eV

***

4.
The following is a DFT calculation (ωB97M-V/def2-TZVPD) of C21H44CdN2O5S as an isolated structure in a non-equilibrium geometry.

```
! wB97M-V def2-TZVPD RIJCOSX def2/J DEFGRID3
* xyz 0 1
Cd 0.525 -0.519 0.324
C -0.063 -1.987 2.776
C -0.889 -1.380 3.673
C -2.132 -1.060 3.015
C -2.065 -1.469 1.717
C -0.729 -2.036 1.454
C -0.654 -3.352 0.670
C -3.204 -1.528 0.751
C -3.296 -0.416 3.701
C -0.603 -1.126 5.121
C 1.236 -2.661 3.073
H -0.106 -3.270 -0.265
H -1.660 -3.703 0.449
H -0.162 -4.103 1.285
H -2.825 -1.651 -0.258
H -3.816 -0.626 0.799
H -3.858 -2.374 0.985
H -3.934 0.099 2.986
H -2.961 0.305 4.444
H -3.898 -1.170 4.209
H -0.396 -0.073 5.317
H 0.264 -1.696 5.442
H -1.457 -1.413 5.730
H 1.066 -3.540 3.697
H 1.923 -2.002 3.597
H 1.731 -2.971 2.158
C 1.408 -2.441 -2.990
O 0.255 -1.799 -2.493
C -0.604 -1.382 -3.523
C -1.931 -0.916 -2.939
O -1.693 0.073 -1.964
C -2.823 0.867 -1.704
H 1.148 -3.404 -3.450
H 2.063 -2.595 -2.134
H 1.913 -1.822 -3.743
H -0.799 -2.211 -4.220
H -0.142 -0.560 -4.093
H -2.451 -1.771 -2.483
H -2.554 -0.513 -3.753
H -3.015 1.558 -2.536
H -2.609 1.424 -0.796
H -3.718 0.258 -1.543
C -1.572 2.333 1.960
N -0.229 2.018 1.491
C 0.634 1.851 2.660
C 0.234 3.102 0.630
C 1.455 2.752 -0.215
N 1.168 1.783 -1.270
C 0.394 2.375 -2.346
C 2.419 1.295 -1.829
H -1.570 3.225 2.607
H -1.958 1.489 2.522
H -2.237 2.528 1.119
H 0.763 2.805 3.195
H 1.609 1.466 2.368
H 0.172 1.131 3.333
H 0.478 3.991 1.239
H -0.586 3.381 -0.038
H 2.219 2.311 0.426
H 1.852 3.687 -0.649
H 0.909 3.254 -2.768
H -0.588 2.679 -1.998
H 0.256 1.644 -3.139
H 2.958 2.092 -2.370
H 2.215 0.472 -2.513
H 3.038 0.929 -1.017
C 4.884 -0.860 -0.331
S 3.408 -1.129 0.710
O 3.894 -1.857 1.850
O 2.856 0.195 1.036
O 2.463 -1.862 -0.151
H 5.577 -0.255 0.236
H 4.622 -0.396 -1.269
H 5.299 -1.843 -0.502
*
```

**F_max**: 2.13 eV/A
**LUMO level**: 0.55 eV
**Energy relative to the best compared isomer or geometry (same formula, charge and spin)**: 9.1 kcal per mole
**HOMO level**: -6.8 eV

***

5.
The following is a DFT calculation (ωB97M-V/def2-TZVPD) of an isolated ion of composition C9H16N5 and charge +1 in a non-equilibrium geometry.

```
! wB97M-V def2-TZVPD RIJCOSX def2/J DEFGRID3
* xyz 1 1
C 0.598 -0.085 -2.340
C -0.644 0.345 -0.338
C -0.286 -2.433 -2.177
C -2.220 -1.050 -1.511
C -0.682 0.705 0.992
C 1.201 1.752 -1.016
C -2.138 -3.448 -1.064
C 1.651 0.382 1.620
C 0.249 1.899 2.822
N -1.815 0.052 -0.983
N 0.393 -1.400 -2.701
N 0.462 0.543 -1.208
N -1.531 -2.257 -1.686
N 0.325 0.909 1.777
H 1.209 0.360 -3.095
H -3.329 -1.259 -1.667
H -1.742 0.728 1.440
H 2.219 1.656 -0.891
H 0.992 2.426 -1.765
H 0.843 2.342 -0.132
H -2.684 -3.233 -0.139
H -2.737 -3.833 -1.857
H -1.271 -4.125 -0.805
H 1.766 -0.183 0.643
H 2.568 1.117 1.646
H 1.667 -0.126 2.672
H 1.136 2.516 2.780
H -0.700 2.409 2.759
H 0.266 1.459 3.912
H 0.698 -1.789 -3.501
*
```

**F_max**: 5.77 eV/A
**LUMO level (alpha / beta)**: -4.08 / -4.08 eV
**Energy relative to the best compared isomer or geometry (same formula, charge and spin)**: 99.5 kcal per mole
**HOMO level (alpha / beta)**: -11.1 / -11.1 eV

***

6.
The following is a DFT calculation (ωB97M-V/def2-TZVPD) of an isolated ion of composition C4H9NO6S3 and charge -2 in a non-equilibrium geometry.

```
! wB97M-V def2-TZVPD RIJCOSX def2/J DEFGRID3
* xyz -2 1
C -0.760 -1.178 -1.364
C 1.202 -0.792 0.116
C -1.949 1.178 0.412
C -0.378 -0.884 0.084
N -1.434 -0.054 0.892
O 2.808 1.345 0.529
O -4.196 -0.125 -0.219
O 4.265 -0.075 2.201
O 2.409 0.580 -1.777
O -4.501 2.003 1.047
O 5.456 0.933 0.324
S 1.739 0.881 -0.491
S -3.873 1.299 -0.122
S 4.282 0.143 0.749
H 0.044 -0.706 -1.909
H -1.788 -0.851 -1.458
H -0.551 -2.185 -1.630
H 1.722 -1.633 -0.376
H 1.659 -0.799 1.087
H -1.613 1.445 -0.537
H -1.797 1.975 1.106
H -0.615 -1.793 0.634
H -2.128 -0.704 0.702
*
```

**F_max**: 3.05 eV/A
**LUMO level**: 5.37 eV
**Energy relative to the best compared isomer or geometry (same formula, charge and spin)**: 0.0 kcal per mole
**HOMO level**: -1.1 eV

***

7.
The following is a DFT calculation (ωB97M-V/def2-TZVPD) of one molecule with the formula C4H8N2O in a non-equilibrium geometry.

```
! wB97M-V def2-TZVPD RIJCOSX def2/J DEFGRID3
* xyz 0 1
C -1.009 -0.860 -0.446
N -0.997 -0.068 -1.548
C -0.886 -0.341 0.883
C 0.802 -0.535 0.780
C 1.755 -0.071 -0.051
O -0.426 1.893 0.342
N -0.544 0.940 1.390
H 0.385 2.382 0.570
H -1.379 -1.873 -0.570
H -0.738 0.904 -1.416
H -1.098 -0.489 -2.458
H -1.291 -0.979 1.661
H 1.101 -1.080 1.666
H 1.532 0.446 -0.974
H 2.794 -0.266 0.171
*
```

**F_max**: 2.79 eV/A
**LUMO level (alpha / beta)**: 0.75 / 0.71 eV
**Energy relative to the best compared isomer or geometry (same formula, charge and spin)**: 167.3 kcal per mole
**HOMO level (alpha / beta)**: -6.4 / -6.1 eV

***

8.
The following is a DFT calculation (ωB97M-V/def2-TZVPD) of C22H18N2O3Re as an isolated structure.

```
! wB97M-V def2-TZVPD RIJCOSX def2/J DEFGRID3
* xyz 2 2
Re 0.493 -0.583 -0.054
O 0.016 -3.379 2.764
C 0.369 -2.683 1.866
O -0.257 -1.568 1.466
C 1.582 -2.985 1.026
C 2.346 -4.105 1.287
C 3.442 -4.345 0.497
C 3.776 -3.457 -0.540
C 4.915 -3.676 -1.354
C 5.239 -2.797 -2.342
C 4.435 -1.658 -2.550
C 3.324 -1.417 -1.784
C 2.965 -2.316 -0.767
N 1.847 -2.108 0.037
H 2.049 -4.750 2.103
H 4.064 -5.215 0.667
H 5.523 -4.553 -1.169
H 6.109 -2.961 -2.961
H 4.705 -0.956 -3.327
H 2.734 -0.533 -1.954
O 0.858 0.528 -1.977
C -0.036 0.141 -3.041
C -1.294 -0.452 -2.465
C -2.410 -0.682 -3.237
C -3.534 -1.246 -2.649
C -3.514 -1.565 -1.297
C -2.371 -1.323 -0.574
N -1.270 -0.776 -1.151
H 0.858 1.490 -1.865
H 0.488 -0.595 -3.653
H -0.268 1.004 -3.663
H -2.405 -0.414 -4.285
H -4.421 -1.428 -3.242
H -4.373 -1.996 -0.804
H -2.293 -1.555 0.479
C 2.163 3.210 2.266
C 2.763 2.886 1.046
C 2.297 1.817 0.315
C 1.231 1.040 0.819
C 0.652 1.359 2.066
C 1.114 2.456 2.774
H 2.532 4.058 2.829
H 3.593 3.473 0.678
H 2.781 1.560 -0.621
H -0.142 0.750 2.482
H 0.668 2.708 3.726
*
```

**F_max**: 0.28 eV/A
**LUMO level (alpha / beta)**: -8.02 / -7.77 eV
**<S²>**: 0.76
**Energy relative to the best compared isomer or geometry (same formula, charge and spin)**: 0.0 kcal per mole
**HOMO level (alpha / beta)**: -15.1 / -14.9 eV

***

9.
The following is a DFT calculation (ωB97M-V/def2-TZVPD) of one molecule with the formula C4H2N2O in a non-equilibrium geometry.

```
! wB97M-V def2-TZVPD RIJCOSX def2/J DEFGRID3
* xyz 0 1
N -1.668 0.490 -0.152
C -1.063 -0.708 0.062
O -1.636 -1.772 0.166
C 0.392 -0.636 0.107
C 1.593 -0.547 0.029
C 2.738 0.224 0.061
N 3.495 1.095 0.172
H -1.183 1.375 -0.179
H -2.670 0.479 -0.266
*
```

**F_max**: 1.19 eV/A
**LUMO level**: -0.45 eV
**Structure (SMILES)**: N#CC#CC(N)=O
**Energy relative to the best compared isomer or geometry (same formula, charge and spin)**: 24.6 kcal per mole
**HOMO level**: -10.9 eV

***

10.
The following is a DFT calculation (ωB97M-V/def2-TZVPD) of a 6-piece molecular cluster, C26H64ClN5O8 overall in a non-equilibrium geometry.

```
! wB97M-V def2-TZVPD RIJCOSX def2/J DEFGRID3
* xyz 0 1
N 19.623 -1.072 18.074
H 19.959 -0.993 19.042
H 19.466 -0.122 17.711
H 18.680 -1.526 18.097
H 20.287 -1.618 17.504
Cl 21.658 0.354 20.685
O 21.241 0.799 21.984
O 23.085 0.406 20.543
O 21.193 -1.019 20.498
O 21.039 1.169 19.647
C 13.135 0.759 22.023
C 14.446 1.336 22.581
C 14.572 0.969 24.080
C 14.976 -0.491 24.307
C 16.298 -0.749 23.591
C 16.216 -0.446 22.098
N 15.626 0.851 21.886
O 15.774 1.337 20.568
C 17.661 -0.434 21.594
C 15.491 -1.598 21.359
C 14.444 2.854 22.528
H 12.251 1.121 22.552
H 13.141 -0.326 22.040
H 13.030 1.082 20.981
H 15.209 1.650 24.638
H 13.532 1.017 24.425
H 14.180 -1.156 23.957
H 15.109 -0.731 25.365
H 16.650 -1.774 23.721
H 17.064 -0.093 24.020
H 17.738 -0.407 20.506
H 18.203 0.414 22.016
H 18.194 -1.325 21.933
H 15.396 -1.276 20.320
H 16.148 -2.475 21.360
H 14.521 -1.897 21.745
H 15.351 3.219 23.015
H 13.576 3.294 23.017
H 14.472 3.220 21.499
H 16.466 2.005 20.651
C 21.695 0.320 16.076
C 22.537 -0.953 15.907
C 23.703 -0.812 16.902
C 24.480 -2.110 17.032
C 23.557 -3.217 17.524
C 22.379 -3.450 16.572
N 21.774 -2.144 16.286
O 20.580 -2.273 15.510
C 22.885 -4.227 15.340
C 21.366 -4.263 17.331
C 23.099 -1.007 14.475
H 22.257 1.188 15.734
H 21.488 0.498 17.133
H 20.752 0.238 15.530
H 24.364 -0.010 16.587
H 23.272 -0.625 17.892
H 25.304 -1.974 17.734
H 24.903 -2.389 16.061
H 23.197 -2.983 18.527
H 24.161 -4.127 17.546
H 22.755 -5.300 15.482
H 22.257 -3.950 14.481
H 23.910 -4.047 15.026
H 21.806 -5.136 17.815
H 20.878 -3.698 18.133
H 20.534 -4.603 16.702
H 22.297 -0.844 13.748
H 23.513 -1.992 14.256
H 23.928 -0.317 14.348
H 20.863 -2.464 14.598
C 19.130 2.470 16.188
C 17.909 1.574 16.206
C 17.832 0.607 15.066
O 17.757 1.334 13.874
C 17.402 0.537 12.793
N 17.925 0.787 17.464
H 19.429 2.680 15.161
H 19.977 1.992 16.686
H 18.932 3.392 16.734
H 17.003 2.190 16.243
H 16.897 0.034 15.208
H 18.678 -0.094 15.028
H 18.049 -0.350 12.707
H 17.514 1.103 11.867
H 16.350 0.214 12.823
H 18.173 1.346 18.268
H 17.002 0.365 17.612
C 16.894 -3.964 16.732
C 16.748 -2.571 17.250
C 15.328 -2.052 17.142
O 15.389 -0.720 17.578
C 14.126 -0.102 17.593
N 17.189 -2.463 18.686
H 16.183 -4.646 17.206
H 17.883 -4.343 17.003
H 16.802 -4.003 15.649
H 17.331 -1.837 16.675
H 14.661 -2.659 17.773
H 14.986 -2.107 16.095
H 13.363 -0.741 18.046
H 13.824 0.118 16.560
H 14.204 0.832 18.143
H 16.954 -3.347 19.145
H 16.516 -1.847 19.145
*
```

**F_max**: 1.73 eV/A
**LUMO level**: 0.20 eV
**Energy relative to the best compared isomer or geometry (same formula, charge and spin)**: 156.6 kcal per mole
**HOMO level**: -8.2 eV

***

11.
The following is a DFT calculation (ωB97M-V/def2-TZVPD) of a 2-piece molecular cluster, C2H3N4 overall in a non-equilibrium geometry.

```
! wB97M-V def2-TZVPD RIJCOSX def2/J DEFGRID3
* xyz -1 1
C -1.325 0.776 -0.752
C -0.135 0.946 0.074
N -0.468 -0.953 2.356
N -2.300 0.341 -1.210
N 0.498 -1.566 2.493
N 1.436 -2.160 2.747
H 0.130 1.946 0.405
H -0.242 0.269 0.997
H 0.700 0.487 -0.657
*
```

**F_max**: 2.99 eV/A
**LUMO level**: 4.01 eV
**Energy relative to the best compared isomer or geometry (same formula, charge and spin)**: 29.8 kcal per mole
**HOMO level**: -3.1 eV

***

Number 1: DFT total energy -100402.4064 eV. Number 2: DFT total energy -7818.3376 eV. Number 3: DFT total energy -8357.1748 eV. Number 4: DFT total energy -51106.7607 eV. Number 5: DFT total energy -17030.9749 eV. Number 6: DFT total energy -50573.2356 eV. Number 7: DFT total energy -9299.1405 eV. Number 8: DFT total energy -34343.6309 eV. Number 9: DFT total energy -9205.6733 eV. Number 10: DFT total energy -64343.3929 eV. Number 11: DFT total energy -8081.9055 eV.